1.
The following is a DFT calculation (the ωB97M-V functional and the def2-TZVPD basis) of C20H30N4O4 in the gas phase.

Each line ends with the natural charge from an NBO analysis.
Positions of all 58 atoms, in Å:
C1 1.61671 7.76723 -0.85579  -0.251
O1 1.76785 6.38478 -0.61343  -0.497
C2 1.87423 5.57070 -1.70833  0.257
C3 1.82886 6.00301 -3.02716  -0.256
C4 1.96852 5.08783 -4.05905  -0.250
C5 2.15630 3.72778 -3.82319  0.179
N1 2.24673 2.83371 -4.88032  -0.811
C6 2.17725 3.29530 -2.48404  -0.123
C7 2.36517 1.84492 -2.17102  0.658
O2 3.02981 1.09742 -2.87840  -0.650
N2 1.75893 1.40232 -1.03984  -0.606
C8 1.85058 0.01760 -0.61836  -0.228
C9 0.72490 -0.83696 -1.19159  -0.411
C10 0.73046 -2.25113 -0.65036  0.250
O3 1.98460 -2.81662 -0.94520  -0.705
C11 0.24440 -2.36601 0.82358  -0.220
N3 -1.00012 -2.92710 0.30557  -0.444
C12 -2.18835 -3.31756 0.80891  0.692
O4 -3.03168 -3.83802 0.09579  -0.627
C13 -2.41347 -3.00391 2.29415  0.044
N4 -1.29772 -3.54502 3.05581  -0.449
C14 -1.27820 -4.99821 2.97185  -0.415
C15 -1.22059 -3.11687 4.44016  -0.409
C16 -2.75966 -1.49275 2.40861  -0.402
C17 -4.25071 -1.87876 2.28880  -0.401
C18 -3.87875 -3.32221 2.68755  -0.421
C19 -0.52269 -3.06837 -1.06249  -0.220
C20 2.04732 4.21977 -1.45376  -0.239
H1 1.55960 8.24324 0.11926  0.199
H2 2.47166 8.17303 -1.40433  0.174
H3 0.69921 7.97867 -1.41269  0.173
H4 1.69530 7.04749 -3.26958  0.219
H5 1.93275 5.44023 -5.08334  0.208
H6 2.74698 1.98497 -4.65634  0.418
H7 2.50984 3.24817 -5.75880  0.373
H8 1.09630 2.00879 -0.58929  0.398
H9 2.81106 -0.36877 -0.94920  0.244
H10 1.83623 -0.00968 0.47394  0.191
H11 -0.24478 -0.38613 -0.95789  0.203
H12 0.82092 -0.86879 -2.27959  0.230
H13 2.00496 -3.72484 -0.62642  0.470
H14 0.82183 -3.07148 1.42449  0.205
H15 0.13310 -1.43460 1.38173  0.198
H16 -0.36479 -5.37937 3.43005  0.200
H17 -2.13612 -5.46324 3.48067  0.175
H18 -1.29625 -5.31882 1.92920  0.207
H19 -0.35182 -3.59018 4.89863  0.204
H20 -1.07921 -2.04025 4.50959  0.200
H21 -2.10300 -3.39458 5.03651  0.168
H22 -2.53732 -1.10209 3.39976  0.208
H23 -2.32923 -0.82751 1.65936  0.206
H24 -4.94717 -1.34266 2.92997  0.205
H25 -4.59970 -1.83703 1.25894  0.218
H26 -4.36204 -4.13297 2.14932  0.234
H27 -3.96444 -3.47591 3.76416  0.200
H28 -1.17075 -2.62910 -1.82149  0.211
H29 -0.30036 -4.10475 -1.33518  0.194
H30 2.11653 3.90527 -0.41989  0.221

Atomic forces in eV per Å
C -0.0006 0.0067 0.0020
O 0.0001 0.0000 0.0029
C 0.0031 -0.0065 0.0065
C 0.0009 -0.0018 -0.0075
C -0.0027 0.0138 0.0048
C 0.0009 -0.0269 -0.0019
N 0.0122 0.0222 0.0065
C -0.0088 -0.0134 -0.0037
C 0.0095 0.0154 -0.0033
O -0.0187 -0.0042 -0.0109
N 0.0424 0.0090 0.0164
C -0.0386 -0.0021 0.0273
C 0.0247 -0.0100 -0.0276
C 0.0009 0.0226 -0.0012
O -0.0001 0.0007 0.0064
C -0.0236 0.0293 -0.0044
N 0.0298 -0.0556 -0.0179
C -0.0144 0.0094 -0.0019
O 0.0030 0.0084 0.0134
C -0.0306 0.0305 -0.0048
N 0.0209 -0.0094 -0.0036
C -0.0045 -0.0097 -0.0054
C 0.0048 0.0000 0.0043
C 0.0191 -0.0182 0.0191
C 0.0090 -0.0060 -0.0093
C -0.0067 0.0038 0.0016
C 0.0041 -0.0151 0.0121
C -0.0053 0.0082 -0.0102
H -0.0001 -0.0014 0.0005
H 0.0004 -0.0012 -0.0009
H -0.0003 -0.0012 -0.0010
H -0.0007 -0.0008 -0.0009
H -0.0005 -0.0022 -0.0006
H -0.0054 -0.0056 0.0015
H -0.0033 -0.0034 -0.0007
H -0.0018 -0.0067 0.0014
H 0.0008 0.0046 -0.0026
H -0.0023 -0.0007 -0.0004
H -0.0001 0.0006 0.0004
H -0.0019 -0.0030 0.0000
H -0.0003 -0.0022 -0.0028
H -0.0012 -0.0028 -0.0023
H 0.0055 -0.0016 0.0075
H -0.0014 0.0088 0.0044
H -0.0029 0.0017 -0.0024
H 0.0023 0.0001 -0.0006
H -0.0008 0.0010 0.0005
H -0.0007 -0.0005 -0.0014
H -0.0011 0.0012 0.0003
H 0.0004 -0.0002 -0.0030
H -0.0094 0.0027 -0.0061
H -0.0038 -0.0013 -0.0003
H -0.0035 0.0082 0.0020
H 0.0074 -0.0046 0.0030
H -0.0038 -0.0010 -0.0012
H -0.0046 0.0041 0.0043
H 0.0006 0.0025 -0.0083
H 0.0016 0.0038 0.0001

Values from the calculation:
- total energy (Eh) = -1300.0659
- relative energy (zero: lowest compared OMol25 entry of this formula, charge and spin) (kJ/mol) = 268.7
- LUMO energy (eV) = 0.5

2.
The following is a DFT calculation (the ωB97M-V functional and the def2-TZVPD basis) of 2 unconnected molecules or ions with the total composition C4H10N3 at a distorted geometry.

Each line ends with the natural charge from an NBO analysis.
Positions of all 17 atoms, in Å:
C1 3.25899 0.14586 -0.02977  0.662
C2 -0.84225 0.92508 -0.19307  0.291
C3 -2.39620 -1.13468 0.35017  -0.596
C4 -1.95209 0.12274 -0.59440  -0.546
N1 2.34957 -0.13853 -0.77216  -0.821
N2 3.80277 0.59234 0.93054  -0.694
N3 0.26065 0.57493 0.45022  -0.592
H1 -0.75065 1.97745 -0.53444  0.233
H2 -1.70564 -1.92114 0.21537  0.214
H3 -3.44502 -1.34763 0.07788  0.255
H4 -2.47977 -0.85852 1.48740  0.232
H5 -2.86488 0.75355 -0.91142  0.286
H6 -1.54774 -0.69531 -1.45090  0.318
H7 2.28538 -0.14482 -1.82017  0.437
H8 4.49383 0.30173 1.57795  0.436
H9 0.48144 -0.37029 0.59338  0.431
H10 1.05162 1.21724 0.62343  0.454

Atomic forces in eV per Å
C -0.1229 0.1972 0.3881
C 3.4172 1.5233 0.7342
C -1.2937 3.1828 2.0671
C -1.5234 -3.8885 -1.3010
N -0.9440 -0.9966 -3.2065
N 0.4560 0.8737 0.5063
N -2.2523 1.8222 -1.0039
H -0.6457 -0.5676 0.4210
H 0.3512 -1.0782 -0.0515
H 0.7935 -0.3897 -0.1692
H 0.4650 -0.3468 -2.0992
H 1.7884 -1.1269 0.2332
H -0.9917 3.0101 1.2786
H 0.7005 0.0627 1.7745
H 0.5444 -0.4142 0.1698
H 0.1857 -1.5298 0.5824
H -0.9281 -0.3337 -0.3239

Values from the calculation:
- total energy (Eh) = -322.3516
- relative energy (zero: lowest compared OMol25 entry of this formula, charge and spin) (kJ/mol) = 286.2
- net charge = +1
- LUMO energy (eV) = -4.7

3.
The following is a DFT calculation (the ωB97M-V functional and the def2-TZVPD basis) of C3H7ClN2 in the gas phase at a distorted geometry.

Each line ends with the natural charge from an NBO analysis.
Positions of all 13 atoms, in Å:
N1 1.73329 -1.01151 -0.28519  -0.812
C1 0.43372 -0.44141 -0.49527  -0.073
C2 -0.72065 -0.64232 0.46048  -0.274
Cl1 -2.35631 -0.83443 -0.17687  -0.049
C3 -0.03465 0.71692 0.33518  -0.059
N2 -0.62498 1.85278 -0.28348  -0.806
H1 2.10011 -0.78572 0.65957  0.360
H2 1.69963 -2.01923 -0.38071  0.363
H3 0.13562 -0.38906 -1.52699  0.204
H4 -0.55733 -1.22585 1.37064  0.222
H5 0.59989 0.94690 1.20125  0.198
H6 -1.40830 2.19842 0.28706  0.363
H7 -1.00004 1.63451 -1.16568  0.363

Atomic forces in eV per Å
N 0.3035 0.2064 0.8992
C -0.1146 0.2354 0.5845
C 0.0223 -0.0680 0.2412
Cl 0.2260 0.0349 0.0587
C 0.3882 -0.6039 0.2562
N -0.1903 0.7148 1.5848
H -0.4006 -0.2700 -0.9950
H 0.0856 -0.0059 0.0456
H -0.0471 -0.0097 -0.3622
H -0.0777 0.2106 -0.3684
H -0.2481 0.0319 -0.3502
H 0.5028 -0.1362 -0.3308
H -0.4501 -0.3403 -1.2637

Values from the calculation:
- total energy (Eh) = -688.1757
- relative energy (zero: lowest compared OMol25 entry of this formula, charge and spin) (kJ/mol) = 108.0
- LUMO energy (eV) = 1.0

One value per record, in order, for gap between HOMO and LUMO: 8.10 9.25 9.89 eV.